Entry 1:
{"formula": "C9H14", "method": "ωB97M-V/def2-TZVPD", "symbols": ["C", "C", "H", "H", "H", "H", "H", "H", "C", "C", "C", "C", "C", "C", "C", "H", "H", "H", "H", "H", "H", "H", "H"], "coordinates": [[-1.969, 1.200, 2.385], [-1.645, 0.506, 1.003], [-1.041, 1.099, 3.025], [-2.145, 2.308, 2.258], [-2.790, 0.758, 2.855], [-2.225, -0.299, 1.058], [-0.564, 0.215, 1.014], [-1.904, 1.305, 0.283], [-0.353, -1.537, -2.398], [0.544, -0.856, -1.457], [0.708, 0.619, -1.480], [1.259, -1.535, -0.446], [1.412, 1.247, -0.344], [2.114, -0.917, 0.514], [2.061, 0.450, 0.501], [0.130, -1.472, -3.432], [-1.324, -1.024, -2.532], [0.427, 1.138, -2.333], [1.174, -2.615, -0.534], [1.289, 2.366, -0.211], [2.727, -1.450, 1.332], [2.698, 1.043, 1.222], [-0.584, -2.550, -2.283]], "forces_ev_per_a": [[3.022, 1.578, -0.684], [2.506, 4.364, 1.793], [-1.244, 0.166, -0.281], [0.079, -1.183, 0.231], [-1.281, -0.589, 0.865], [-2.396, -3.503, -0.969], [-1.129, 0.357, -0.488], [0.284, -1.251, -0.349], [0.093, 1.754, -3.159], [1.537, 3.495, 2.049], [1.637, -3.011, 3.555], [0.400, -0.391, -0.053], [-3.460, 0.867, -4.857], [-0.810, -1.538, -0.316], [3.039, 1.391, 3.557], [-0.620, -0.114, 1.032], [0.476, -0.036, 0.291], [-1.028, 1.180, -1.146], [0.111, -0.049, 0.487], [0.701, -1.521, -0.261], [-1.185, 0.680, -1.758], [-0.767, -1.018, -0.356], [0.036, -1.628, 0.818]], "lowdin_charge": [-0.153, -0.134, 0.073, 0.071, 0.023, 0.005, 0.052, 0.078, -0.077, -0.279, 0.007, -0.059, -0.115, -0.082, -0.208, 0.109, 0.088, 0.071, 0.100, 0.125, 0.132, 0.122, 0.050], "mol_weight_g_mol": 122.21, "lumo_energy_ha": 0.0366, "max_force_ev_per_a": 6.03, "de_lowest_ev": 1.979, "smiles": "Cc1ccccc1.CC", "e_tot_ev": -9558.203, "homo_lumo_gap_ev": 9.8, "e_homo_ev": -8.8}

Entry 2:
{"formula": "C4H7N3", "method": "ωB97M-V/def2-TZVPD", "symbols": ["C", "C", "C", "C", "H", "H", "H", "H", "H", "H", "H", "N", "N", "N"], "coordinates": [[1.327, -1.134, -0.823], [0.461, -0.271, 0.042], [0.938, 0.328, 1.216], [-0.754, 0.039, -0.385], [1.091, -1.018, -1.879], [2.411, -0.881, -0.686], [1.302, -2.236, -0.594], [-1.077, 1.519, 0.962], [-2.470, 0.661, 0.232], [-1.756, 0.207, -2.181], [-0.766, -1.207, -2.022], [1.367, 0.852, 2.171], [-1.535, 0.979, 0.198], [-1.342, -0.519, -1.531]], "forces_ev_per_a": [[1.898, -1.055, 0.594], [1.147, -0.991, -0.612], [1.203, 0.925, 2.056], [-1.090, 0.167, -1.450], [0.147, 0.108, -0.010], [-0.917, -0.027, -0.221], [-0.300, 0.935, -0.086], [-1.136, -0.849, -0.718], [-1.060, 0.388, 0.617], [0.736, -1.318, 1.205], [-0.495, 0.542, 0.315], [-0.811, -0.830, -1.506], [0.975, 1.159, 0.550], [-0.298, 0.846, -0.734]], "lowdin_charge": [-0.070, -0.285, -0.228, -0.449, 0.060, 0.094, 0.095, 0.119, 0.089, 0.131, 0.076, 0.134, 0.129, 0.106], "mol_weight_g_mol": 97.12, "lumo_energy_ha": 0.0247, "max_force_ev_per_a": 2.56, "de_lowest_ev": 0.303, "smiles": "CC(C#N)=C(N)N", "e_tot_ev": -8731.376, "homo_lumo_gap_ev": 9.0, "e_homo_ev": -8.4}